1 | 2 unconnected molecules or ions with the total composition C5H7BrO. Source: the Open Molecules 2025 dataset; level of theory: ωB97M-V/def2-TZVPD.

Last column: Löwdin charge in e.
Atoms and positions in Å:
C 0.0365 -0.2022 0.8560  -0.3471
C 0.7271 -0.8976 0.0186  -0.6025
C -0.2071 0.0122 2.3173  -0.1332
C -0.9461 0.8742 1.3530  -0.0821
C 1.1103 -0.3744 -2.0100  -0.1374
O 0.7034 -1.4196 -2.7897  -0.1217
Br 1.7530 -2.3588 0.5020  0.6980
H -0.8218 -0.7614 2.8415  0.1203
H 0.7429 0.5086 2.7474  0.1415
H -0.5262 1.8512 1.2147  0.0955
H -1.9339 0.7442 1.2558  0.0564
H 0.5209 0.4740 -2.1691  0.0638
H 2.2047 -0.1726 -1.9463  0.0942
H 1.1483 -2.3390 -2.4771  0.1544

Output
Molar mass (Da): 163.01
Kohn-Sham gap (Eh): 0.340
HOMO energy (eV): -8.518

***

2 | 2 unconnected molecules or ions with the total composition C5H7BrO. Source: the Open Molecules 2025 dataset; level of theory: ωB97M-V/def2-TZVPD.

Last column: Löwdin charge in e.
Atoms and positions in Å:
C 1.6202 1.6786 -2.0203  -0.0788
C 0.1375 1.2336 -2.1926  -0.6546
Br -1.2919 2.5862 -2.3130  0.6899
C -0.3336 0.0717 -2.4279  -0.3695
O -0.8704 -0.9029 -2.6970  0.1948
H 2.1537 1.1431 -1.2440  0.0751
H 1.6507 2.6776 -1.7202  0.0398
H 2.0450 1.5365 -2.9925  0.0683
C -0.7539 -0.9168 0.2332  -0.0956
C -2.0061 -1.1757 0.2215  -0.0707
H -0.2749 0.0444 0.0642  0.0447
H 0.0435 -1.6492 0.4289  0.0695
H -2.7472 -0.4832 0.0358  0.0289
H -2.5892 -2.0754 0.2395  0.0582

Output
Molar mass (Da): 163.01
Kohn-Sham gap (Eh): 0.317
SMILES: CC(Br)=C=O.C=C
HOMO energy (eV): -8.818

***

How far above the most stable structure does each one sit? In kcal/mol: 1 42.6; 2 0.0.

***

1 | 2 unconnected molecules or ions with the total composition C9H16. Source: the Open Molecules 2025 dataset; level of theory: ωB97M-V/def2-TZVPD.

Last column: Löwdin charge in e.
Atoms and positions in Å:
C 1.8778 -2.3633 1.3041  0.1352
C 1.7665 -1.2749 0.8020  -0.1251
C 1.5865 -0.0004 0.1879  -0.4268
C 1.4928 1.1381 0.9987  -0.0332
C 2.0458 0.1090 -1.2517  -0.0564
H 1.9508 -3.3079 1.7735  0.0204
H 1.8491 2.0753 0.5856  0.0879
H 1.7010 1.0362 2.0564  0.0883
H 1.7426 1.0649 -1.6789  0.0810
H 1.6139 -0.6898 -1.8570  0.0817
H 3.1328 0.0273 -1.3194  0.0858
C -1.8627 -1.0998 0.5684  -0.0743
C -1.2504 0.1159 -0.1190  -0.5149
C -1.6558 0.2429 -1.5835  -0.0765
C -1.2829 1.3553 0.6479  -0.0740
H -1.4995 -1.1929 1.5921  0.0775
H -1.6041 -2.0175 0.0388  0.0766
H -2.9515 -1.0170 0.5952  0.0775
H -0.0671 -0.1438 -0.1414  0.0969
H -2.7337 0.3971 -1.6671  0.0783
H -1.1624 1.0920 -2.0576  0.0729
H -1.3978 -0.6579 -2.1415  0.0747
H -0.0320 1.4141 1.1101  0.0911
H -1.2703 2.2869 0.0866  0.0764
H -1.9895 1.4101 1.4699  0.0790

Output
Molar mass (Da): 124.23
Kohn-Sham gap (Eh): 0.321
SMILES: C#CC(=C)C.CC(C)C
HOMO energy (eV): -8.145

***

2 | 2 unconnected molecules or ions with the total composition C9H16. Source: the Open Molecules 2025 dataset; level of theory: ωB97M-V/def2-TZVPD.

Last column: Löwdin charge in e.
Atoms and positions in Å:
C -0.1318 0.4820 0.2047  -0.2014
C -0.0490 -0.6475 1.0007  -0.1633
C 1.9904 0.8246 0.6087  -0.1611
C 1.0943 0.7867 -0.6014  -0.1901
C 0.5956 -1.9523 0.6767  -0.0907
C 2.2664 2.1231 1.2886  -0.1212
C -1.6878 -0.9469 -2.0744  -0.1185
C -1.9097 -0.3251 -0.7423  -0.2193
C -3.0693 -0.0925 -0.1514  -0.0357
H -0.6603 1.3419 0.5979  0.1197
H -0.7553 -0.6979 1.8247  0.1099
H 2.7305 0.0393 0.7025  0.0943
H 1.3482 -0.0001 -1.3138  0.1060
H 1.0097 1.7331 -1.1421  0.1153
H -0.1787 -2.6743 0.3923  0.0805
H 1.3212 -1.8816 -0.1310  0.0694
H 1.0945 -2.3585 1.5602  0.0798
H 2.9303 2.0098 2.1489  0.0686
H 2.7470 2.8678 0.6302  0.0774
H 1.3523 2.6136 1.6445  0.0724
H -2.6339 -1.2049 -2.5757  0.0735
H -1.1362 -0.2732 -2.7369  0.0705
H -1.0980 -1.8655 -1.9911  0.0666
H -4.0272 -0.2698 -0.6523  0.0529
H -3.1430 0.3681 0.8318  0.0444

Output
Molar mass (Da): 124.23
Kohn-Sham gap (spin up / spin down) (Eh): 0.283 / 0.269
HOMO energy (spin up / spin down) (eV): -6.896 / -6.402

***

How far above the most stable structure does each one sit? In kcal/mol: 1 0.0; 2 39.3.

***

1 | 2 unconnected molecules or ions with the total composition C6H15NP. Source: the Open Molecules 2025 dataset; level of theory: ωB97M-V/def2-TZVPD.

Last column: Löwdin charge in e.
Atoms and positions in Å:
C 1.6088 2.1980 1.4373  0.1139
C 0.8270 1.1289 1.2233  -0.2270
C 1.3802 -2.1620 -0.8337  -0.1756
C -2.0389 -0.4169 1.2934  -0.2370
C -2.1988 0.4660 -1.5151  -0.2403
C 0.2304 0.8599 -0.0361  -0.2250
N 1.8193 -0.7880 -0.7516  -0.0693
P -1.0745 -0.2722 -0.2653  0.9552
H 1.9673 2.4437 2.4223  0.0824
H 1.8665 2.8769 0.6416  0.0825
H 0.5650 0.4821 2.0496  0.1041
H 2.1803 -2.8375 -1.1520  0.0921
H 1.0268 -2.4859 0.1446  0.0780
H 0.5642 -2.2375 -1.5526  0.0604
H -2.4395 0.5493 1.5958  0.0565
H -1.4175 -0.8256 2.0858  0.0411
H -2.8615 -1.1088 1.1175  0.0520
H -2.6024 1.4129 -1.1580  0.0528
H -3.0182 -0.2267 -1.7025  0.0506
H -1.6573 0.6243 -2.4453  0.0475
H 0.5576 1.4382 -0.8901  0.0998
H 2.5546 -0.6661 -0.0619  0.1008
H 2.1603 -0.4532 -1.6469  0.1044

Output
Molar mass (Da): 132.17
Kohn-Sham gap (Eh): 0.275
Charge: +1
HOMO energy (eV): -12.689

***

2 | 2 unconnected molecules or ions with the total composition C6H15NP. Source: the Open Molecules 2025 dataset; level of theory: ωB97M-V/def2-TZVPD.

Last column: Löwdin charge in e.
Atoms and positions in Å:
C -0.5738 -2.2736 0.2025  0.0364
C -0.6605 -1.0026 0.5610  -0.2555
C -2.6436 1.1733 -0.4503  0.0159
C 1.9716 0.8916 1.4348  -0.2276
C 2.3393 -0.5564 -1.0689  -0.2887
C -0.3397 0.0878 -0.3005  -0.4635
N -1.1964 1.2935 -0.1579  -0.0798
P 1.4140 0.9021 -0.4042  0.9326
H -0.6856 -3.0656 0.8679  0.0482
H -0.3201 -2.6518 -0.8491  0.1020
H -0.7730 -0.9066 1.6751  0.1400
H -2.6721 0.6151 -1.4632  0.1364
H -2.9706 0.5311 0.2246  0.0380
H -3.2534 2.0497 -0.3221  0.1107
H 2.5970 0.1022 1.5003  -0.0227
H 1.1155 0.8673 2.0838  0.0223
H 2.5171 1.8836 1.5175  0.0630
H 1.6381 -1.0188 -1.7977  0.0303
H 2.7148 -1.0381 -0.1902  0.0176
H 3.2379 -0.1998 -1.7059  0.0777
H -0.7568 -0.5187 -1.9052  0.2729
H -0.8474 2.0161 -0.6933  0.0847
H -0.9724 1.6703 0.8280  0.2093

Output
Molar mass (Da): 132.17
Kohn-Sham gap (Eh): 0.324
Charge: +1
HOMO energy (eV): -12.752

***

How far above the most stable structure does each one sit? In kcal/mol: 1 0.0; 2 65.3.